Record 1
Density functional theory data (wB97M-V/def2-TZVPD) for C4H7NO2S in the gas phase.

```
15
Properties=species:S:1:pos:R:3
C -1.368 -1.378 -0.389
O -0.999 -0.207 0.192
C -0.019 0.462 -0.501
C -0.132 1.918 -0.543
O -0.782 2.526 0.548
C 1.444 0.240 0.371
N 1.058 -0.201 1.609
S 2.929 0.180 -0.379
H -1.927 -1.183 -1.411
H -2.334 -1.773 0.041
H -0.560 -2.158 -0.442
H 0.124 0.155 -1.510
H 0.583 2.480 -1.088
H 1.913 -0.457 2.005
H 0.069 -0.603 1.495
```

Calculated values
* highest occupied orbital energy: -8.9 eV
* orbital gap: 8.3 eV
* SMILES: CO[C@@H](C=O)C(N)=S
* energy above the lowest of the compared OMol25 structures with the same formula, charge and spin: 109.5 kcal/mol
* lowest unoccupied orbital energy: -0.52 eV

Record 2
Density functional theory data (wB97M-V/def2-TZVPD) for 2 unconnected molecules or ions with the total composition C2H6O2S2.

```
12
Properties=species:S:1:pos:R:3
O -0.907 -2.799 -2.014
C -0.790 -2.102 -1.058
O -1.815 -1.799 -0.257
H 0.153 -1.599 -0.788
H -1.535 -1.172 0.436
C 0.475 2.098 -0.037
S -0.327 0.928 1.075
S 1.269 0.192 2.171
H 0.882 2.946 0.500
H -0.301 2.451 -0.719
H 1.265 1.605 -0.595
H 1.631 -0.750 1.287
```

Calculated values
* highest occupied orbital energy: -9.9 eV
* orbital gap: 10.0 eV
* SMILES: O=CO.CSS
* energy above the lowest of the compared OMol25 structures with the same formula, charge and spin: 3.5 kcal/mol
* lowest unoccupied orbital energy: 0.16 eV

Record 3
Density functional theory data (wB97M-V/def2-TZVPD) for a molecular structure, C20H10Cl2MoN4O6.

```
43
Properties=species:S:1:pos:R:3
Mo -0.316 0.116 -0.301
Cl 0.375 -2.329 6.201
C 0.566 -2.143 4.490
C 0.160 -0.954 3.911
C 0.305 -0.793 2.541
N -0.103 0.319 1.766
C -0.086 1.550 2.384
O 0.333 1.799 3.493
C -0.708 2.604 1.542
C -0.884 3.882 2.025
C -1.582 4.785 1.244
C -2.088 4.348 0.033
C -1.848 3.049 -0.376
N -1.143 2.181 0.355
C 0.842 -1.802 1.767
C 1.254 -2.994 2.344
C 1.112 -3.158 3.711
Cl 1.625 -4.654 4.418
N 0.823 -1.483 0.392
C 1.720 -2.127 -0.432
O 2.668 -2.797 -0.088
C 1.338 -1.999 -1.865
C 2.054 -2.632 -2.855
C 1.544 -2.613 -4.142
C 0.322 -1.999 -4.355
C -0.319 -1.372 -3.300
N 0.198 -1.335 -2.069
H -0.251 -0.176 4.531
H -0.481 4.118 3.000
H -1.743 5.801 1.579
H -2.668 4.995 -0.610
H -2.263 2.718 -1.313
H 1.687 -3.787 1.757
H 2.971 -3.135 -2.583
H 2.075 -3.089 -4.955
H -0.149 -1.993 -5.327
H -1.284 -0.919 -3.458
O -2.607 1.265 -3.395
C -1.744 1.063 -2.596
O -1.878 0.316 -1.496
C -0.309 1.685 -2.693
O 0.035 2.361 -3.613
O 0.450 1.328 -1.661
```

Calculated values
* highest occupied orbital energy (spin up / spin down): -8.4 / -8.4 eV
* orbital gap (spin up / spin down): 6.6 / 6.6 eV
* lowest unoccupied orbital energy (spin up / spin down): -1.77 / -1.77 eV

Record 4
Density functional theory data (wB97M-V/def2-TZVPD) for a molecular structure, C5H12Cl6N2O4.

```
29
Properties=species:S:1:pos:R:3
C -1.329 -2.783 -0.085
N -2.292 -1.804 0.648
O -2.954 -2.168 1.572
O -2.182 -0.635 0.284
H -1.954 -3.555 -0.533
H -0.635 -3.218 0.635
H -0.828 -2.254 -0.895
C 3.587 0.955 -0.218
N 4.825 0.286 -0.574
O 5.025 0.091 -1.786
O 5.578 -0.082 0.349
H 2.997 0.316 0.439
H 3.050 1.156 -1.146
H 3.868 1.915 0.213
C -3.011 2.920 -1.537
Cl -1.760 1.827 -0.835
Cl -2.996 4.495 -0.736
H -2.837 2.995 -2.610
H -3.963 2.442 -1.306
C -0.611 -0.467 2.504
Cl 0.557 -1.542 1.662
Cl -0.154 1.247 2.260
H -1.583 -0.588 2.025
H -0.626 -0.760 3.554
C -0.075 -0.222 -0.669
Cl 1.509 0.438 -0.068
Cl 0.002 -0.256 -2.474
H -0.310 -1.201 -0.251
H -0.898 0.450 -0.424
```

Calculated values
* highest occupied orbital energy: -10.0 eV
* orbital gap: 9.3 eV
* energy above the lowest of the compared OMol25 structures with the same formula, charge and spin: 150.9 kcal/mol
* lowest unoccupied orbital energy: -0.67 eV

Record 5
Density functional theory data (wB97M-V/def2-TZVPD) for a molecular structure, C5H9NOS.

```
17
Properties=species:S:1:pos:R:3
C 0.880 0.365 -0.723
C -0.099 0.880 0.390
C -1.053 -0.393 0.634
C -1.339 -0.593 -0.740
C 0.167 -1.058 -0.736
H 2.422 -0.960 0.783
H 0.937 1.190 -1.451
H 0.540 1.075 1.345
H -0.176 2.896 0.763
H -1.784 -0.252 1.538
H -1.469 0.383 -1.227
H -2.203 -1.211 -1.215
H 0.678 -1.816 -1.228
H 0.756 -1.313 1.338
N -0.136 -1.390 0.685
O -0.763 2.055 -0.122
S 2.641 0.142 -0.035
```

Calculated values
* highest occupied orbital energy: -8.6 eV
* orbital gap: 8.5 eV
* energy above the lowest of the compared OMol25 structures with the same formula, charge and spin: 138.4 kcal/mol
* lowest unoccupied orbital energy: -0.09 eV

Record 6
Density functional theory data (wB97M-V/def2-TZVPD) for C20H25NO4 in the gas phase.

```
50
Properties=species:S:1:pos:R:3
C -6.902 -0.914 -1.808
C -6.960 0.071 -0.650
O -5.768 0.857 -0.574
C -4.720 0.319 0.060
O -4.743 -0.761 0.589
C -3.535 1.265 -0.007
C -2.903 1.490 1.373
C -2.150 0.240 1.848
N -1.145 -0.218 0.914
C 0.055 0.588 0.846
C 1.269 -0.243 0.516
C 1.218 -1.592 0.518
C 2.362 -2.414 0.187
O 2.378 -3.620 0.161
O 3.519 -1.755 -0.134
C 3.618 -0.405 -0.118
C 4.869 0.142 -0.437
C 6.015 -0.758 -0.781
C 5.022 1.525 -0.424
C 6.344 2.140 -0.760
C 3.936 2.335 -0.092
C 2.711 1.796 0.216
C 2.520 0.410 0.204
C -1.747 -0.497 -0.376
C -2.484 0.706 -0.981
H -6.723 -0.387 -2.742
H -6.101 -1.631 -1.646
H -7.844 -1.450 -1.878
H -7.767 0.794 -0.785
H -7.091 -0.464 0.296
H -3.918 2.214 -0.397
H -3.675 1.749 2.099
H -2.210 2.332 1.303
H -1.675 0.433 2.813
H -2.865 -0.576 1.976
H -0.018 1.404 0.110
H 0.224 1.047 1.826
H 0.309 -2.112 0.768
H 5.706 -1.797 -0.735
H 6.840 -0.605 -0.086
H 6.379 -0.543 -1.784
H 7.113 1.792 -0.072
H 6.651 1.859 -1.766
H 6.291 3.224 -0.704
H 4.065 3.407 -0.077
H 1.893 2.449 0.475
H -0.968 -0.835 -1.063
H -2.457 -1.314 -0.229
H -2.962 0.408 -1.916
H -1.773 1.502 -1.213
```

Calculated values
* highest occupied orbital energy: -8.5 eV
* orbital gap: 8.8 eV
* SMILES: CCOC(=O)C1CCN(Cc2cc(=O)oc3c(C)c(C)ccc23)CC1
* energy above the lowest of the compared OMol25 structures with the same formula, charge and spin: 24.4 kcal/mol
* lowest unoccupied orbital energy: 0.29 eV

Record 7
Density functional theory data (wB97M-V/def2-TZVPD) for 2 unconnected molecules or ions with the total composition C12H17N.

```
30
Properties=species:S:1:pos:R:3
C -2.975 0.253 1.596
C -2.029 1.150 0.899
C -1.760 2.472 1.071
N -0.789 2.880 0.206
C -0.407 1.808 -0.570
C 0.320 1.862 -1.757
C 0.269 0.755 -2.569
C -0.490 -0.372 -2.202
C -1.229 -0.384 -1.049
C -1.146 0.693 -0.145
H -3.322 -0.516 0.908
H -3.869 0.698 2.031
H -2.489 -0.267 2.423
H -2.186 3.099 1.841
H -0.520 3.808 -0.064
H 0.916 2.742 -1.968
H 0.911 0.711 -3.441
H -0.686 -1.157 -2.918
H -1.945 -1.196 -0.955
C 1.665 -2.738 -0.009
C 1.940 -1.254 0.257
C 2.820 -1.009 1.516
H 2.277 -3.222 -0.768
H 0.644 -2.840 -0.422
H 1.558 -3.388 0.867
H 2.369 -0.812 -0.634
H 0.957 -0.822 0.437
H 3.717 -0.466 1.217
H 2.296 -0.516 2.335
H 3.183 -1.972 1.869
```

Calculated values
* highest occupied orbital energy: -7.8 eV
* orbital gap: 8.7 eV
* SMILES: Cc1c[nH]c2ccccc12.CCC
* energy above the lowest of the compared OMol25 structures with the same formula, charge and spin: 18.8 kcal/mol
* lowest unoccupied orbital energy: 0.89 eV

Across the entries above, total energy takes the values -759.90204; -1026.65701; -2427.32088; -3368.87483; -723.89930; -1132.86459; -522.19037 a.u., respectively.
Across the entries above, F_max takes the values 10.81; 0.49; 0.82; 8.68; 7.32; 0.92; 1.68 eV Å⁻¹, respectively.